One molecule with the formula C4H5NO2. Source: OMol25; level of theory: ωB97M-V/def2-TZVPD.

Structure (XYZ):
```
12
C4H5NO2, DFT ωB97M-V/def2-TZVPD
N -0.8983 -0.1698 1.0773
C 0.1477 0.8595 0.9651
O -0.0620 1.4547 -0.3081
C 0.0023 0.2712 -1.0699
C -0.5316 -0.8237 -0.1723
C 0.9931 -0.5802 -0.3551
O 1.3570 0.1222 0.7947
H -1.7361 0.0656 0.4896
H 0.2663 1.5953 1.7611
H -0.1596 0.3698 -2.1252
H -0.9986 -1.7762 -0.3575
H 1.6198 -1.3885 -0.6996
```

Calculated values
E_LUMO ... 0.98 eV
Net charge ... 0
Relative energy (zero: lowest compared OMol25 entry of this formula, charge and spin) ... 72.2 kcal per mole
E_HOMO ... -9.6 eV

***

C4H5NO2 as an isolated structure. Source: OMol25; level of theory: ωB97M-V/def2-TZVPD.

Structure (XYZ):
```
12
C4H5NO2, DFT ωB97M-V/def2-TZVPD
C -0.2356 -2.0692 -0.5137
O -0.7920 -0.8085 -0.8781
C -0.4558 0.1095 0.0079
N -0.7405 0.1640 1.2455
O -0.3098 1.2477 1.8477
C 0.5374 2.1080 0.5479
C 0.6530 1.5309 -0.6064
H 0.7978 -1.8981 -0.2010
H -0.8092 -2.4178 0.3445
H -0.3057 -2.7262 -1.3838
H 0.5523 2.9245 1.1974
H 1.1080 1.8353 -1.6079
```

Calculated values
E_LUMO ... 0.96 eV
Net charge ... 0
Relative energy (zero: lowest compared OMol25 entry of this formula, charge and spin) ... 141.8 kcal per mole
E_HOMO ... -9.3 eV

***

One molecule with the formula C4H5NO2. Source: OMol25; level of theory: ωB97M-V/def2-TZVPD.

Structure (XYZ):
```
12
C4H5NO2, DFT ωB97M-V/def2-TZVPD
C 0.9638 0.5903 -1.2027
C -0.1626 0.2868 -0.2561
C -0.1256 -0.1603 1.1781
O 0.9484 -0.3125 1.9373
N -1.3069 -0.6461 1.3449
C -1.4331 -0.4660 -0.1275
O -1.4798 0.8797 -0.4518
H 0.8894 0.0092 -2.1234
H 0.9704 1.6548 -1.4752
H 1.9267 0.3677 -0.7260
H 0.6710 -0.9408 2.6251
H -1.8616 -1.2628 -0.7227
```

Calculated values
E_LUMO ... 0.72 eV
Net charge ... 0
Relative energy (zero: lowest compared OMol25 entry of this formula, charge and spin) ... 78.9 kcal per mole
E_HOMO ... -9.3 eV

***

One molecule with the formula C4H5NO3. Source: OMol25; level of theory: ωB97M-V/def2-TZVPD.

Structure (XYZ):
```
13
C4H5NO3, DFT ωB97M-V/def2-TZVPD
O -0.9651 -0.8424 -2.1634
C -0.8714 0.0949 -1.2234
C -0.5791 -0.1034 0.3201
O 0.0279 -0.9154 1.2662
C 1.0763 -0.0664 1.6967
N 1.5423 0.9705 1.2163
O 1.2619 1.4078 -0.1446
C 0.3929 0.3985 -0.5687
H -1.6440 -1.5209 -1.8116
H -1.5849 0.9305 -1.2749
H -1.0934 0.6427 0.7664
H 1.5994 -0.3747 2.5612
H 0.8373 -0.6217 -0.6403
```

Calculated values
E_LUMO ... 0.50 eV
Net charge ... 0
Relative energy (zero: lowest compared OMol25 entry of this formula, charge and spin) ... 158.4 kcal per mole
E_HOMO ... -9.8 eV

***

C4H5NO3 as an isolated structure. Source: OMol25; level of theory: ωB97M-V/def2-TZVPD.

Structure (XYZ):
```
13
C4H5NO3, DFT ωB97M-V/def2-TZVPD
C 0.5264 0.8061 0.7516
C 0.0876 -0.4977 0.0708
C 0.7129 -1.2631 -0.9924
C -1.3197 -0.9856 -0.1092
H 3.2291 2.3314 -0.3497
H -0.0331 1.1053 2.0052
H -0.0194 -1.9028 -1.8710
H 1.7135 -0.9044 -0.9478
H -3.3075 0.0598 -0.1594
N 1.6254 1.2351 -0.0667
O 2.3573 2.1422 0.8019
O -2.3253 0.1105 0.3105
O -1.6574 -1.9645 -0.6794
```

Calculated values
E_LUMO ... -0.70 eV
Net charge ... 0
Relative energy (zero: lowest compared OMol25 entry of this formula, charge and spin) ... 236.7 kcal per mole
E_HOMO ... -9.2 eV

***

One molecule with the formula C4H5NO3. Source: OMol25; level of theory: ωB97M-V/def2-TZVPD.

Structure (XYZ):
```
13
C4H5NO3, DFT ωB97M-V/def2-TZVPD
C 0.4378 -1.6889 0.5651
O 0.5180 -1.3562 -0.8870
N 0.4260 0.0751 -1.1444
C -0.8624 0.4065 -0.9570
C -1.0450 1.3915 -0.0643
C 0.2705 1.6977 0.3031
O 0.7949 2.5535 0.9681
O 1.1527 0.7886 -0.2532
H 1.4475 -1.2114 0.9618
H 0.6453 -2.7823 0.5967
H -0.4501 -1.6085 1.2146
H -1.4394 -0.3519 -1.4991
H -1.8957 2.0863 0.1957
```

Calculated values
E_LUMO ... 0.08 eV
Net charge ... 0
Relative energy (zero: lowest compared OMol25 entry of this formula, charge and spin) ... 117.8 kcal per mole
E_HOMO ... -9.9 eV

***

One molecule with the formula C4H5NO3. Source: OMol25; level of theory: ωB97M-V/def2-TZVPD.

Structure (XYZ):
```
13
C4H5NO3, DFT ωB97M-V/def2-TZVPD
C -0.7476 0.7406 -0.2018
C 0.7800 0.3218 -0.4610
C 1.7338 0.8771 0.3975
O -1.3662 0.9416 -1.3969
O -1.2239 1.1140 0.8435
H -2.2219 1.3568 -1.1918
H 0.9826 0.4273 -1.5226
H 2.5355 1.4931 0.0164
H 1.6311 0.7616 1.4677
N -0.8485 -2.2169 1.1313
C -0.3504 -1.7135 0.1541
O 0.7908 -1.3355 -0.2760
H -1.6953 -2.7680 1.0395
```

Calculated values
E_LUMO (alpha / beta) ... -0.40 / -1.34 eV
Net charge ... 0
Relative energy (zero: lowest compared OMol25 entry of this formula, charge and spin) ... 119.8 kcal per mole
E_HOMO (alpha / beta) ... -8.5 / -7.1 eV

***

One molecule with the formula C4H5NO3. Source: OMol25; level of theory: ωB97M-V/def2-TZVPD.

Structure (XYZ):
```
13
C4H5NO3, DFT ωB97M-V/def2-TZVPD
N 1.5618 -1.7131 -0.9681
C 1.0649 -0.9026 -0.3339
C 0.0978 -0.0718 0.3730
O 0.0459 -0.4414 1.7063
C 0.7927 1.1841 0.2673
O 1.7838 1.2290 1.3137
C -1.2917 -0.2669 -0.3178
O -0.9355 0.3450 -1.5309
H 0.6438 0.1772 2.2071
H 0.8175 1.9278 -0.5389
H -2.0946 0.3188 0.3216
H -1.7462 -1.4259 -0.2354
H -0.7401 -0.3602 -2.2640
```

Calculated values
E_LUMO ... -1.18 eV
Net charge ... 0
Relative energy (zero: lowest compared OMol25 entry of this formula, charge and spin) ... 110.8 kcal per mole
E_HOMO ... -10.9 eV

***

C4H5NO4 as an isolated structure. Source: OMol25; level of theory: ωB97M-V/def2-TZVPD.

Structure (XYZ):
```
14
C4H5NO4, DFT ωB97M-V/def2-TZVPD
O -2.6993 0.5893 -0.4111
C -1.5751 0.1841 -0.1973
N -0.6776 0.7590 0.6538
C 1.0160 0.3887 -0.0469
O 1.7713 1.2878 -0.3151
C 0.6007 -0.7100 -1.0030
O -0.1105 -1.7801 -0.4091
C -0.8639 -0.8038 -1.1048
H -0.8330 1.7008 0.9966
H 1.2568 -0.9400 -1.8433
H -1.3635 -1.1057 -2.0261
O 1.3881 -0.2024 1.7582
H 0.1145 0.1553 1.8379
H 1.9756 0.4770 2.1101
```

Calculated values
E_LUMO ... 0.48 eV
Net charge ... 0
Relative energy (zero: lowest compared OMol25 entry of this formula, charge and spin) ... 94.2 kcal per mole
E_HOMO ... -10.3 eV

***

A 2-piece molecular cluster, C4H5NO4 overall. Source: OMol25; level of theory: ωB97M-V/def2-TZVPD.

Structure (XYZ):
```
14
C4H5NO4, DFT ωB97M-V/def2-TZVPD
C 2.0682 -0.5585 -1.4610
C 1.1173 0.1712 -0.9381
C -0.3569 -0.7793 0.2203
C -1.9423 -0.1844 1.8289
N 0.7895 1.5274 -1.1102
O -0.3534 1.7851 -1.4375
O -0.4496 -1.9477 0.0935
O 1.6597 2.3464 -0.8862
O -0.8791 0.1464 0.9134
H 2.7921 -0.1469 -2.1523
H 2.1493 -1.6063 -1.2298
H -2.8189 0.3914 1.5362
H -1.6170 0.1080 2.8261
H -2.1591 -1.2528 1.7967
```

Calculated values
E_LUMO ... -0.32 eV
Net charge ... 0
Relative energy (zero: lowest compared OMol25 entry of this formula, charge and spin) ... 139.8 kcal per mole
E_HOMO ... -10.0 eV

***

Which of these has the lowest relative energy (zero: lowest compared OMol25 entry of this formula, charge and spin)? number 1

***

What did the third record say?
One molecule with the formula C4H5NO2. Source: OMol25; level of theory: ωB97M-V/def2-TZVPD.

Structure (XYZ):
```
12
C4H5NO2, DFT ωB97M-V/def2-TZVPD
C 0.9638 0.5903 -1.2027
C -0.1626 0.2868 -0.2561
C -0.1256 -0.1603 1.1781
O 0.9484 -0.3125 1.9373
N -1.3069 -0.6461 1.3449
C -1.4331 -0.4660 -0.1275
O -1.4798 0.8797 -0.4518
H 0.8894 0.0092 -2.1234
H 0.9704 1.6548 -1.4752
H 1.9267 0.3677 -0.7260
H 0.6710 -0.9408 2.6251
H -1.8616 -1.2628 -0.7227
```

Calculated values
E_LUMO ... 0.72 eV
Net charge ... 0
Relative energy (zero: lowest compared OMol25 entry of this formula, charge and spin) ... 78.9 kcal per mole
E_HOMO ... -9.3 eV